Molecular formula: C25H26Cl2N11O2PS3SeZr
Method: DFT, ωB97M-V/def2-TZVPD

Output
**HOMO energy**: -12.78 eV
**Charge**: +2
**Energy relative to the best compared isomer or geometry (same formula, charge and spin)**: 102.4 kJ/mol
**Frontier orbital gap**: 5.79 eV

Cartesian coordinates (Å):
Zr -0.52961 0.36590 -1.22373
S -0.74959 0.71934 1.23972
C 0.81847 1.41340 1.61273
N 1.14493 1.98238 2.76123
N 0.27182 2.12905 3.67153
C 0.56312 2.73793 4.92136
C 1.86012 3.10656 5.25258
C 2.08126 3.70083 6.48322
C 1.02959 3.91918 7.36447
C -0.25947 3.54284 7.01664
C -0.49976 2.94851 5.78914
N 1.81803 1.42223 0.72107
N 1.57114 1.08246 -0.48253
C 2.81406 0.90100 -1.20451
C 3.79538 0.09767 -0.63003
C 4.97740 -0.14318 -1.30937
C 5.19008 0.41672 -2.56321
C 4.21865 1.23194 -3.12231
C 3.02793 1.47468 -2.44817
H -0.69623 1.85569 3.49606
H 2.67283 2.93523 4.56160
H 3.08444 3.99655 6.75727
H 1.21643 4.38416 8.32238
H -1.08046 3.71531 7.69843
H -1.50703 2.66216 5.50771
H 3.63064 -0.32631 0.35290
H 5.73981 -0.76184 -0.85496
H 6.11647 0.23537 -3.09057
H 4.39201 1.70226 -4.08141
H 2.30135 2.14224 -2.88308
S -2.34462 0.23784 -3.61499
C -3.44918 0.50573 -2.28123
S -2.78814 1.55020 -1.06746
C -4.63757 -0.13590 -2.14595
C -5.33013 -0.10434 -0.89538
N -5.77928 -0.16110 0.16169
C -5.10338 -1.03164 -3.16095
N -5.39813 -1.79488 -3.96878
Cl -0.22536 3.94834 -0.46897
C -0.71975 4.07073 -2.14411
Cl -0.14642 2.63720 -3.08356
H -0.26048 4.93697 -2.60547
H -1.80142 4.06943 -2.20977
N -2.74071 -3.36367 -2.90566
C -3.22485 -3.42188 -1.52998
P -2.07384 -2.62187 -0.38145
O -1.01179 -3.48238 0.20523
O -1.61746 -1.30472 -1.06110
C -3.09181 -2.09735 1.07692
N -2.17901 -2.25186 2.26171
H -2.64753 -1.05880 -3.85671
H -3.52671 -3.46020 -3.54060
H -2.10244 -4.12682 -3.09488
H -3.41055 -4.43159 -1.14536
H -4.17039 -2.87817 -1.45355
H -3.93725 -2.77275 1.20347
H -3.46672 -1.07744 1.01780
H -2.67876 -2.46675 3.12370
H -1.62851 -1.39254 2.38810
H -1.51609 -3.01223 2.01228
Se 1.21295 -0.66256 -4.81874
N 2.23430 -2.06158 -4.50000
C 2.17263 -2.34293 -3.21411
C 2.84290 -3.38904 -2.50726
C 2.59994 -3.48089 -1.17565
C 1.71397 -2.56404 -0.51617
N 1.08914 -1.59362 -1.12094
C 1.31427 -1.49102 -2.45439
N 0.70470 -0.52237 -3.10298
H 3.50433 -4.06520 -3.03143
H 3.06483 -4.25030 -0.57603
H 1.54051 -2.67428 0.54657